(i)
{
  "formula": "C6H10NO",
  "method": "ωB97M-V with the def2-TZVPD basis set",
  "smiles": "C=[NH+]/C=C/CCC=O",
  "orbital_gap_ha": 0.29277,
  "total_charge": 1,
  "elements": ["O", "C", "C", "C", "C", "C", "N", "C", "H", "H", "H", "H", "H", "H", "H", "H", "H", "H"],
  "positions_angstrom": [[1.22, 0.83, 1.70], [1.43, -0.30, 2.07], [0.96, -1.53, 1.28], [1.02, -1.33, -0.24], [0.37, -0.03, -0.68], [-0.92, 0.22, -0.59], [-1.38, 1.58, -0.82], [-2.08, 1.95, -1.80], [1.96, -0.47, 3.02], [-0.07, -1.76, 1.58], [1.56, -2.34, 1.64], [0.46, -2.16, -0.64], [2.03, -1.37, -0.66], [1.10, 0.72, -0.97], [-1.65, -0.48, -0.25], [-1.25, 2.25, -0.07], [-2.34, 1.28, -2.61], [-2.43, 2.97, -1.96]]
}


(ii)
{
  "formula": "C6H10NO",
  "method": "ωB97M-V with the def2-TZVPD basis set",
  "smiles": "C=[NH+]C(=C)CCC=O",
  "orbital_gap_ha": 0.26663,
  "total_charge": 1,
  "elements": ["O", "C", "C", "C", "C", "C", "C", "N", "H", "H", "H", "H", "H", "H", "H", "H", "H", "H"],
  "positions_angstrom": [[0.02, -3.40, -0.76], [-0.36, -2.66, -1.62], [-0.58, -1.21, -1.28], [-0.27, -0.74, 0.22], [-0.19, 0.71, 0.56], [-1.19, 1.55, 0.79], [1.64, 2.07, 1.30], [1.19, 1.11, 0.53], [-0.36, -3.00, -2.68], [-1.65, -1.13, -1.48], [0.02, -0.67, -1.96], [0.68, -1.23, 0.51], [-1.16, -1.17, 0.90], [-2.30, 1.19, 0.77], [-1.26, 2.72, 0.98], [2.66, 2.41, 1.26], [1.14, 2.61, 2.14], [1.94, 0.86, -0.18]]
}


(iii)
{
  "formula": "C6H10NO",
  "method": "ωB97M-V with the def2-TZVPD basis set",
  "smiles": "C=C(C=O)C[C@@H]1C[NH2+]1",
  "orbital_gap_ha": 0.36412,
  "total_charge": 1,
  "elements": ["C", "C", "C", "C", "C", "C", "N", "O", "H", "H", "H", "H", "H", "H", "H", "H", "H", "H"],
  "positions_angstrom": [[-1.51, -1.27, -0.01], [-0.08, 0.75, -0.57], [2.36, 0.02, -0.33], [1.09, 0.45, 0.30], [-1.39, 0.22, -0.14], [-2.43, 1.06, 0.33], [1.57, -0.95, 0.48], [-0.67, -2.14, -0.19], [-2.56, -1.58, -0.02], [-0.09, 1.87, -0.51], [0.27, 0.41, -1.56], [2.18, -0.16, -1.44], [3.21, 0.46, 0.04], [1.24, 1.11, 1.14], [-2.40, 2.16, 0.35], [0.80, -1.78, 0.12], [-3.33, 0.58, 0.56], [1.74, -1.20, 1.45]]
}


Short version: (i) is the most stable of them.


(i)
{
  "formula": "C6H12N2",
  "method": "ωB97M-V with the def2-TZVPD basis set",
  "smiles": "Cc1c[nH]cn1.CC",
  "orbital_gap_ha": 0.34768,
  "elements": ["C", "C", "C", "C", "N", "N", "H", "H", "H", "H", "H", "H", "C", "C", "H", "H", "H", "H", "H", "H"],
  "positions_angstrom": [[-0.40, -0.58, 1.60], [2.15, -2.80, 0.55], [0.40, -1.54, 0.77], [0.03, -2.62, 0.02], [1.75, -1.71, 1.12], [1.14, -3.39, -0.16], [3.13, -3.25, 0.56], [1.16, -4.26, -0.67], [-0.88, -2.81, -0.52], [-0.59, 0.31, 1.01], [0.18, -0.23, 2.45], [-1.34, -0.99, 1.97], [-0.57, 2.61, -0.49], [-1.12, 3.35, -1.69], [-1.17, 1.76, -0.18], [0.44, 2.28, -0.70], [-0.60, 3.20, 0.43], [-1.11, 2.73, -2.59], [-0.48, 4.20, -1.91], [-2.13, 3.75, -1.57]]
}


(ii)
{
  "formula": "C6H12N2",
  "method": "ωB97M-V with the def2-TZVPD basis set",
  "smiles": "C=CN=C.C=CNC",
  "orbital_gap_ha": 0.33019,
  "elements": ["C", "C", "C", "N", "H", "H", "H", "H", "H", "C", "C", "N", "C", "H", "H", "H", "H", "H", "H", "H"],
  "positions_angstrom": [[-2.58, 0.85, 0.78], [-2.57, 0.68, -0.54], [-1.38, -0.87, 1.69], [-1.62, 0.37, 1.68], [-3.32, 1.47, 1.26], [-1.81, 0.09, -1.02], [-3.34, 1.16, -1.13], [-0.63, -1.27, 2.37], [-1.91, -1.58, 1.04], [2.07, -1.98, 0.01], [2.20, -0.67, -0.18], [1.18, 0.21, -0.46], [1.48, 1.49, -1.09], [1.10, -2.46, -0.13], [2.93, -2.57, 0.29], [3.16, -0.19, -0.06], [0.34, -0.21, -0.82], [0.63, 2.15, -0.96], [2.32, 1.94, -0.57], [1.73, 1.41, -2.15]]
}


(iii)
{
  "formula": "C6H12N2",
  "method": "ωB97M-V with the def2-TZVPD basis set",
  "smiles": "C[C@H]1N=NCC1(C)C",
  "orbital_gap_ha": 0.33421,
  "elements": ["C", "C", "C", "C", "C", "C", "N", "N", "H", "H", "H", "H", "H", "H", "H", "H", "H", "H", "H", "H"],
  "positions_angstrom": [[0.36, -0.12, 0.23], [-0.85, 0.70, 0.26], [-0.35, -1.82, -0.01], [1.10, -0.19, 1.56], [1.32, 0.08, -0.93], [-1.20, 1.63, -0.89], [-2.21, -0.52, 0.24], [-1.72, -1.58, 0.08], [-1.06, 1.16, 1.22], [-0.10, -2.21, -1.00], [-0.01, -2.50, 0.77], [0.40, -0.37, 2.38], [1.61, 0.75, 1.77], [1.84, -0.98, 1.56], [0.82, 0.02, -1.90], [1.82, 1.05, -0.87], [2.10, -0.69, -0.92], [-1.20, 1.10, -1.84], [-2.19, 2.05, -0.74], [-0.48, 2.45, -0.97]]
}


Short version: (i) is the most stable of them.